(1)
64
Properties=species:S:1:pos:R:3:forces:R:3 method="wB97M-V/def2-TZVPD" fmax_ha_per_bohr=0.2059 e_homo_ha=-0.17132 total_charge=-1 lumo_energy_ev=1.7 energy_ha=-2282.72742 mol_weight_da=501.936
N -6.823345 0.429764 -1.898781 1.860 1.113 1.022
P -5.366596 -0.046302 -1.285952 -4.135 0.918 -1.367
N -4.650079 -1.105961 -2.536564 1.614 0.600 2.301
Cl -5.820335 -2.284307 -3.035362 0.204 0.197 0.186
C -3.368882 -1.776299 -2.074396 1.701 -1.380 -0.201
C -2.134306 -0.703235 -1.774298 0.043 -0.461 -1.417
C -0.690216 -1.478917 -1.445775 -0.176 0.537 -0.498
C 0.300392 -0.337056 -0.808319 -0.579 -0.477 0.660
C 1.490267 -0.927970 0.164120 0.339 1.872 -2.080
O 0.923722 -1.053230 1.515837 1.843 -4.342 1.093
C 1.190120 -2.368750 2.118306 -1.098 -4.181 -2.725
O 1.071851 -3.558530 1.521000 1.000 7.737 3.352
C -3.579041 -2.863982 -0.850397 -0.290 -4.713 4.757
O -3.450839 -4.187899 -1.142181 -0.295 6.386 0.369
O -3.845614 -2.538755 0.558892 1.274 -0.011 -7.178
H -6.846305 1.489497 -1.966860 0.206 -1.768 -0.015
H -5.635316 -0.729853 -0.025835 1.057 0.130 -1.114
H -4.626821 1.162602 -1.027323 0.509 -1.263 -0.111
H -2.989206 -2.418035 -3.005951 -0.930 1.228 2.139
H -2.396494 0.099866 -0.964475 0.539 -1.698 -1.402
H -1.941934 -0.158868 -2.819190 -0.620 -0.912 2.463
H -0.200720 -1.840530 -2.468151 -1.172 0.706 2.096
H -0.823518 -2.435044 -0.782690 0.168 2.018 -0.966
H -0.381955 0.350740 -0.115598 1.596 -1.356 -1.377
H 0.705452 0.334427 -1.677477 -0.540 -1.362 1.768
H 2.334092 -0.088851 0.235436 -1.889 -1.872 0.016
H 2.025424 -1.886282 -0.242820 -1.414 1.604 1.001
H 1.487109 -2.364949 3.274067 -0.874 0.526 -2.518
C -1.527744 -6.749205 -0.560356 0.484 -1.138 0.190
C -0.903468 -8.115722 -0.329122 3.420 -7.406 1.253
N -0.385592 -9.249279 -0.137321 -4.075 8.923 -1.513
H -2.229929 -6.797012 -1.397263 0.108 0.022 0.199
H -2.064213 -6.427863 0.336700 0.078 -0.048 -0.205
H -0.748496 -6.017521 -0.790597 -0.116 -0.173 0.073
C -0.149876 3.612213 -0.555221 -1.002 -0.855 -1.324
C -0.561937 2.804085 -1.774931 -2.396 -4.350 -6.545
N -0.903752 2.133741 -2.786729 2.810 5.500 7.907
H -1.036098 3.905839 0.014127 0.001 -0.244 -0.134
H 0.502822 3.013114 0.085744 -0.211 0.033 -0.225
H 0.386702 4.512080 -0.868146 -0.539 -0.569 -0.118
C 4.985793 -2.748853 3.173244 -0.313 0.882 -0.821
C 4.609041 -1.649300 2.193653 -2.059 6.022 -5.370
N 4.296524 -0.737204 1.381036 2.746 -7.288 6.632
H 5.953318 -2.524842 3.630930 -0.169 0.074 -0.145
H 4.228915 -2.823501 3.958949 0.073 0.081 -0.195
H 5.052320 -3.706995 2.650617 -0.080 0.221 -0.014
C -2.777371 -0.179068 3.452675 0.082 0.865 -0.849
C -2.708489 0.923039 2.408084 0.377 5.908 -5.739
N -2.651329 1.837258 1.541555 -0.405 -7.217 6.901
H -2.297266 0.153200 4.377261 -0.049 0.117 -0.203
H -3.821054 -0.428507 3.663087 0.164 0.076 -0.206
H -2.264542 -1.072564 3.086243 -0.170 0.177 -0.183
C 4.069980 3.215350 -0.097786 -1.007 0.716 -0.038
C 2.938340 4.230203 -0.102230 -5.853 5.715 0.016
N 1.999598 5.072037 -0.105929 8.602 -6.165 0.353
H 4.762012 3.425170 -0.918048 -0.203 0.131 0.162
H 4.613995 3.267813 0.849348 -0.171 0.114 -0.164
H 3.666542 2.206606 -0.221382 -0.070 0.161 0.047
C 4.616888 8.510627 -0.680273 0.502 -1.128 0.190
C 5.241164 7.144112 -0.449039 3.417 -7.531 1.271
N 5.759038 6.010555 -0.257237 -4.122 9.137 -1.547
H 3.914702 8.462820 -1.517179 0.136 -0.134 0.154
H 4.080419 8.831970 0.216783 0.112 -0.185 -0.112
H 5.396135 9.242312 -0.910514 -0.044 -0.221 0.051



(2)
63
Properties=species:S:1:pos:R:3:forces:R:3 method="wB97M-V/def2-TZVPD" multiplicity=5 fmax_ha_per_bohr=0.0716 e_homo_ha="-0.30574 / -0.30968" e_above_lowest_ev=0.0000 lumo_energy_ev="0.0 / -1.1" energy_ha=-3443.69352 mol_weight_da=560.382
P -4.512264 3.533931 -2.522514 -0.862 1.091 -0.462
P -2.770191 2.789016 -4.849758 -0.598 0.538 -1.318
C -4.884983 4.485241 -4.113205 0.084 -0.167 0.419
C -4.352860 3.718601 -5.315440 0.307 -0.250 0.143
H -4.441474 5.491705 -4.017256 -0.038 -0.398 -0.144
H -5.976042 4.605679 -4.186785 0.270 0.183 0.106
H -5.077126 2.982535 -5.706452 0.180 0.269 0.293
H -4.111732 4.413535 -6.133293 -0.096 -0.337 0.042
C -1.671113 4.212078 -5.286613 0.237 -0.189 0.133
H -0.643175 3.843993 -5.392593 -0.100 0.272 0.136
H -1.724159 4.994124 -4.517880 0.154 -0.189 -0.163
H -2.001332 4.623908 -6.248522 0.161 -0.008 0.204
C -2.686908 1.933137 -6.471019 0.327 -0.085 -0.106
H -2.746212 2.680530 -7.268777 0.010 -0.208 -0.063
H -3.525879 1.234988 -6.568341 0.251 0.027 0.021
H -1.736187 1.396786 -6.545225 -0.183 -0.073 -0.168
C -5.142605 4.873092 -1.442297 -0.227 -0.069 0.287
H -5.177086 4.513155 -0.407711 -0.020 0.280 -0.090
H -6.152119 5.145489 -1.773232 0.124 0.125 0.221
H -4.487102 5.750704 -1.518871 -0.136 -0.241 0.146
C -6.061838 2.529953 -2.623987 0.114 -0.117 0.267
H -5.986986 1.773389 -3.416779 -0.023 0.096 0.289
H -6.893865 3.209457 -2.848933 0.077 -0.252 0.066
H -6.240219 2.052445 -1.652669 -0.057 -0.107 -0.286
Cr -0.640097 0.197646 0.501763 1.442 -1.940 2.779
C -0.315872 -0.294077 -1.583761 2.027 1.803 -1.358
C 0.431061 0.872977 -1.297445 -0.156 -1.593 -2.227
C 0.068488 2.285765 -1.682213 -0.177 0.646 0.018
C -0.829797 3.017794 -0.648542 0.848 0.191 0.104
C -1.635056 2.085238 0.210531 -2.644 -0.267 -1.018
C -2.487182 1.062033 -0.277900 -0.480 2.255 0.617
C -2.681906 0.683842 -1.724232 0.336 -0.062 -0.809
C -1.652017 -0.353629 -2.265122 -0.895 -0.332 0.347
C -1.327551 -0.435051 2.335516 -0.554 0.512 -0.270
H 0.265752 -1.221441 -1.656487 -0.181 0.258 0.633
H 1.503038 0.737460 -1.115454 -0.530 -0.258 0.388
H -0.409343 2.317197 -2.673171 0.091 -0.148 0.232
H 1.012244 2.854195 -1.748623 -0.404 -0.252 -0.171
H -0.186206 3.610164 0.025575 -0.150 -0.279 -0.229
H -1.476221 3.772888 -1.138787 0.027 -0.539 0.115
H -1.907242 2.532846 1.170219 0.162 -0.589 0.076
H -3.367454 0.832085 0.341190 0.835 -0.273 0.195
H -2.644717 1.586463 -2.356326 0.084 -0.300 0.335
H -3.702733 0.276925 -1.849295 0.481 0.142 0.090
H -2.063394 -1.369215 -2.094396 0.226 0.443 -0.110
H -1.550810 -0.254598 -3.363674 0.076 0.085 0.434
H -1.250602 -1.528076 2.404136 0.150 0.271 0.074
H -2.363981 -0.138471 2.559115 0.308 -0.007 0.246
H -0.598526 0.059596 3.007295 -0.455 -0.354 0.006
F 0.441670 -3.288493 1.506710 0.895 -0.132 -0.218
C 1.753950 -3.054409 1.243086 -0.635 -0.005 0.144
F 2.496181 -3.873366 2.042667 -0.609 0.700 -0.904
F 1.980142 -3.418489 -0.043248 -0.213 0.015 0.693
C 2.024786 -1.489404 1.446956 1.696 -1.537 0.481
O 1.052940 -0.727010 1.008324 0.161 0.173 -0.187
C 2.388029 -1.360073 3.014005 0.052 0.244 0.208
F 3.713985 -1.639669 3.274847 -1.624 0.364 -0.099
F 2.137514 -0.092738 3.415620 0.291 -0.867 -0.104
F 1.642281 -2.197512 3.791340 0.592 0.941 -0.598
C 3.421003 -1.237562 0.666199 -0.484 0.231 0.193
F 4.353587 -2.207885 0.850943 -0.733 0.823 -0.339
F 3.164906 -1.148079 -0.662685 0.363 0.073 0.650
F 3.955334 -0.055013 1.061298 -0.176 -0.626 -0.389



(3)
66
Properties=species:S:1:pos:R:3:forces:R:3 method="wB97M-V/def2-TZVPD" fmax_ha_per_bohr=0.0340 e_homo_ha=-0.40618 e_above_lowest_ev=0.0000 lumo_energy_ev=0.2 energy_ha=-2235.59746 mol_weight_da=534.383
Li -11.700506 12.877146 -10.614519 -0.114 0.013 -0.393
P -15.390596 13.377045 -11.274502 -0.292 0.877 -0.143
F -14.732539 14.554171 -12.188988 0.184 -0.212 0.332
F -13.905576 12.845573 -10.802477 0.443 0.182 0.161
F -15.384508 14.376398 -9.991811 -0.047 -0.160 -0.131
F -16.031894 12.209145 -10.370592 -0.126 -0.160 0.012
F -16.862527 13.875100 -11.705947 0.341 -0.261 0.065
F -15.272229 12.388855 -12.547148 -0.282 -0.200 -0.046
C -15.273978 9.280377 -11.357742 1.027 -0.275 0.088
C -14.237469 8.271387 -11.881288 -0.267 -0.375 -0.549
C -12.772984 8.349757 -11.391771 -0.243 0.587 0.118
C -12.348397 9.740645 -11.149088 0.132 -0.550 -0.297
N -11.996102 10.817620 -10.987112 0.129 0.166 0.181
H -16.038286 9.441576 -12.112344 -0.152 -0.022 0.121
H -14.763686 10.231333 -11.198607 -0.305 0.086 0.022
H -15.703758 8.953967 -10.415920 -0.134 0.070 0.046
H -14.194375 8.369624 -12.969577 0.060 0.193 0.005
H -14.553872 7.233710 -11.746813 -0.099 0.072 0.217
H -12.157548 7.930156 -12.186257 0.264 0.061 0.102
H -12.560961 7.804915 -10.472661 -0.260 -0.012 0.041
C -5.979127 12.786143 -11.967149 1.370 -0.812 0.631
C -6.572454 11.400540 -12.208507 -1.401 0.786 -0.281
C -7.558854 10.942239 -11.125988 -0.459 -0.227 0.123
C -8.602356 11.912525 -10.729273 1.015 -0.211 -0.259
N -9.407478 12.669529 -10.433199 -0.363 0.011 0.013
H -5.443980 13.066675 -12.873604 -0.318 0.536 0.005
H -5.201313 12.759566 -11.192562 -0.065 -0.163 -0.002
H -6.688826 13.517124 -11.588661 -0.285 0.070 -0.581
H -5.864216 10.593265 -12.375566 0.309 0.192 0.132
H -7.150416 11.496728 -13.133800 0.024 -0.229 -0.018
H -7.023185 10.611210 -10.236382 -0.110 0.089 0.146
H -8.142361 10.093197 -11.491517 0.220 -0.186 0.042
C -13.157096 15.897341 -15.191140 -0.822 1.097 0.083
C -12.924299 14.552688 -15.861279 1.132 0.467 1.247
C -13.089658 13.359538 -14.906401 -0.828 -0.507 -0.950
C -12.330272 13.369234 -13.678526 -0.015 0.497 -0.163
N -11.806911 13.419091 -12.664967 0.495 -0.113 0.424
H -12.381223 16.252400 -14.509729 0.316 -0.478 -0.137
H -14.067541 15.978300 -14.588077 -0.091 -0.483 -0.141
H -13.269682 16.688111 -15.939628 0.155 -0.110 -0.083
H -11.870911 14.557715 -16.157193 -0.102 -0.123 -0.408
H -13.534884 14.426302 -16.748864 -0.163 -0.146 0.059
H -12.825908 12.468452 -15.483280 -0.022 -0.154 0.273
H -14.131136 13.238382 -14.588613 0.030 0.062 -0.042
C -8.825056 16.808537 -11.445194 0.257 -0.180 -0.207
C -9.641537 17.641683 -10.484833 -1.482 -0.026 -0.589
C -10.062549 16.910906 -9.220288 -0.373 -0.202 0.617
C -10.837859 15.676623 -9.443321 0.649 0.050 -0.235
N -11.382903 14.686422 -9.622507 -0.247 0.037 0.039
H -8.644443 17.387251 -12.351704 0.187 -0.090 0.014
H -9.401422 15.926937 -11.738072 -0.024 0.031 -0.005
H -7.877478 16.430276 -11.054736 0.039 0.253 0.104
H -10.573976 17.849841 -11.028603 0.059 0.134 0.093
H -9.271772 18.635600 -10.237120 0.517 -0.214 0.105
H -10.742988 17.510851 -8.608762 0.314 0.279 0.017
H -9.186347 16.664028 -8.617073 -0.112 -0.131 0.106
C -14.991282 11.923071 -7.336700 -0.535 0.683 0.503
C -13.527185 12.285121 -7.535740 -0.644 -0.064 -0.208
O -12.936955 11.074283 -7.943840 0.153 0.308 -0.433
C -13.882191 10.112378 -8.109304 -0.335 0.547 1.528
O -13.662445 9.026002 -8.514844 0.103 -0.565 -0.496
O -15.056811 10.529163 -7.580480 0.166 -0.260 -0.828
F -12.956221 12.710526 -6.371038 0.213 -0.098 -0.079
H -15.641292 12.507071 -7.989403 0.103 -0.413 -0.386
H -15.342564 12.125776 -6.324264 0.337 -0.144 0.126
H -13.412381 13.040503 -8.310392 0.376 0.124 0.147



(4)
61
Properties=species:S:1:pos:R:3:forces:R:3 method="wB97M-V/def2-TZVPD" multiplicity=2 fmax_ha_per_bohr=0.0085 e_homo_ha="-0.17668 / -0.19076" total_charge=-1 e_above_lowest_ev=0.0000 lumo_energy_ev="2.4 / 2.4" energy_ha=-2491.02756 mol_weight_da=656.783
Ir 0.874313 0.535280 0.013035 -0.073 0.385 -0.188
C 5.287439 1.690766 2.792394 -0.008 0.009 -0.039
C 4.084111 0.789212 2.836216 0.035 -0.028 0.007
C 4.101666 -0.455268 2.208406 -0.030 0.093 -0.104
C 2.963453 -1.240906 2.159943 0.029 -0.075 0.054
C 1.787749 -0.804799 2.759248 0.094 -0.213 0.324
C 1.768205 0.414824 3.418262 -0.031 0.064 -0.062
C 2.907614 1.207574 3.447287 -0.026 0.012 -0.013
H 5.262630 2.306182 1.889155 -0.002 0.005 0.007
H 6.214004 1.114650 2.780502 -0.002 0.000 0.000
H 5.307109 2.365811 3.647939 -0.001 -0.001 0.002
H 5.004909 -0.782134 1.705284 0.009 -0.013 0.026
H 2.979718 -2.189736 1.637502 0.018 0.003 0.002
H 0.908074 -1.435672 2.757646 -0.045 0.056 -0.125
H 0.849588 0.774509 3.864188 0.005 -0.004 0.008
H 2.865924 2.187583 3.906094 0.011 -0.004 0.020
O 2.124794 3.836884 1.787403 -0.117 0.086 -0.041
C 1.890147 2.953608 1.003145 0.121 0.041 -0.056
O 0.765304 2.264779 0.966304 0.037 -0.223 0.162
C 2.931560 2.478903 -0.041806 -0.053 0.054 0.121
O 3.788455 3.216877 -0.471118 0.128 -0.074 0.049
O 2.788331 1.220390 -0.349864 -0.180 0.035 -0.211
C -4.360779 -0.943950 -2.657986 -0.016 -0.021 0.020
C -2.883396 -0.841395 -2.321707 -0.011 0.017 0.029
C -2.340015 -2.078150 -1.632337 0.011 -0.036 -0.058
O -2.635355 0.386815 -1.608845 0.033 -0.034 -0.035
P -2.732675 0.697315 -0.048842 -0.079 0.295 0.077
S -3.012133 2.587938 0.212942 0.050 -0.063 -0.030
S -1.156959 -0.175790 0.947914 0.152 -0.235 -0.161
O -3.992830 -0.235294 0.336465 0.046 -0.100 0.009
C -4.493884 -0.613539 1.635852 -0.056 0.068 -0.005
C -3.979327 -1.998296 1.992143 -0.017 -0.001 -0.004
C -4.228738 0.410936 2.724150 0.038 -0.002 -0.016
H -4.523001 -1.776888 -3.345744 -0.003 -0.001 -0.006
H -4.702298 -0.024319 -3.132931 -0.004 -0.001 -0.003
H -4.948349 -1.109239 -1.755921 0.004 0.000 -0.007
H -2.330820 -0.689426 -3.251211 -0.038 -0.002 0.009
H -2.903924 -2.306721 -0.728726 0.021 0.006 -0.012
H -1.292038 -1.943970 -1.366958 -0.002 -0.004 -0.001
H -2.426930 -2.922714 -2.320873 0.001 -0.005 -0.001
H -5.573492 -0.672810 1.472415 -0.005 0.016 0.032
H -2.890199 -2.006271 2.012827 0.002 0.003 0.028
H -4.321938 -2.736226 1.264995 0.024 0.006 -0.016
H -4.352591 -2.286316 2.977012 -0.016 -0.012 -0.008
H -3.162059 0.499177 2.934476 0.000 0.001 -0.001
H -4.738047 0.087644 3.634489 0.000 0.000 0.000
H -4.597213 1.392701 2.434944 -0.004 0.002 0.002
C 2.870146 -0.565057 -2.841037 -0.015 0.010 0.021
C 1.370459 -0.237895 -2.846250 0.140 -0.094 -0.039
C 0.638460 -1.265099 -3.715550 0.016 0.020 -0.027
C 1.124524 1.178755 -3.370647 -0.022 0.024 0.042
N 0.833061 -0.325638 -1.506591 -0.202 -0.055 0.209
H 3.251555 -0.513535 -3.864047 0.000 -0.015 0.001
H 3.028234 -1.576906 -2.463073 0.008 0.002 0.016
H 3.416044 0.134208 -2.213378 -0.005 0.013 -0.005
H 0.976934 -1.176965 -4.750205 0.014 -0.017 0.001
H -0.437456 -1.102799 -3.686553 0.037 0.016 -0.011
H 0.846987 -2.278233 -3.367793 -0.019 -0.002 0.014
H 1.600412 1.295656 -4.346305 -0.028 -0.022 -0.021
H 1.549744 1.912423 -2.686492 0.030 -0.005 -0.024
H 0.054791 1.370555 -3.467789 -0.003 0.017 0.038